Molecular formula: C4H7NO
Method: DFT, ωB97M-V with the def2-TZVPD basis set

Properties
ΔE to the lowest compared entry with this formula, charge and spin (kJ/mol): 330.5
Total energy (hartree): -286.50577
E_HOMO (eV): -8.76
Total charge: 0
Frontier orbital gap (eV): 9.6

Geometry (Å):
C (-1.2212, 0.3543, -0.7104)
C (0.2870, 0.6472, -1.0824)
C (1.0782, 0.3344, 0.0638)
C (-0.4062, -0.4166, 1.3256)
N (-1.5124, -0.0821, 0.4254)
O (-0.2466, -1.7551, 1.6370)
H (-2.0461, 0.7419, -1.4435)
H (0.5377, -0.0708, -1.9275)
H (0.4153, 1.6718, -1.5622)
H (1.8438, -0.4266, -0.1052)
H (1.6276, 1.0757, 0.5058)
H (-0.3139, 0.2132, 2.1181)
H (-0.0433, -2.2872, 0.7554)